Entry 1:
{"formula": "C29H29I2N4OS2W", "method": "ωB97M-V with the def2-TZVPD basis set", "charge": 1, "energy_ha": -2875.32286, "e_homo_ev": [-9.509, -9.507], "symbols": ["W", "C", "N", "C", "C", "N", "C", "C", "C", "C", "C", "C", "C", "S", "C", "C", "C", "C", "C", "C", "S", "H", "H", "H", "H", "H", "H", "H", "H", "H", "H", "H", "H", "H", "H", "H", "H", "H", "H", "I", "C", "C", "C", "I", "C", "O", "C", "C", "N", "C", "C", "C", "C", "C", "C", "N", "C", "H", "H", "H", "H", "H", "H", "H", "H", "H", "H", "H"], "positions_angstrom": [[-0.78, 0.54, 0.67], [-0.61, 3.57, -0.37], [-0.17, 2.19, -0.63], [1.31, 2.11, -0.81], [1.97, 1.96, 0.54], [1.53, 0.69, 1.21], [1.79, 0.83, 2.66], [2.35, -0.46, 0.74], [3.72, -0.51, 0.97], [4.46, -1.61, 0.57], [3.85, -2.68, -0.07], [2.49, -2.64, -0.33], [1.77, -1.52, 0.08], [0.04, -1.29, -0.29], [-0.91, 1.59, -1.75], [-0.36, 1.56, -3.04], [-1.04, 0.98, -4.08], [-2.29, 0.38, -3.85], [-2.84, 0.41, -2.59], [-2.19, 1.04, -1.51], [-3.05, 1.09, 0.05], [-0.40, 4.20, -1.23], [-0.08, 3.97, 0.50], [-1.68, 3.57, -0.17], [1.69, 3.01, -1.31], [1.54, 1.24, -1.42], [1.68, 2.77, 1.21], [3.05, 1.98, 0.44], [2.84, 1.05, 2.86], [1.53, -0.10, 3.17], [1.20, 1.64, 3.06], [4.23, 0.31, 1.46], [5.52, -1.63, 0.75], [4.43, -3.54, -0.38], [2.00, -3.43, -0.88], [0.61, 1.98, -3.22], [-0.60, 0.96, -5.07], [-2.83, -0.09, -4.66], [-3.81, -0.04, -2.41], [-2.92, -3.98, -4.44], [-1.31, -2.88, -3.73], [-0.37, -2.35, -4.63], [0.65, -1.55, -4.21], [1.98, -0.70, -5.55], [0.83, -1.19, -2.82], [1.66, -0.34, -2.41], [-0.11, -1.83, -1.95], [-0.91, -2.44, 0.77], [-1.64, -1.44, 1.58], [-1.40, -1.51, 3.02], [-1.58, -0.14, 3.61], [-2.11, 0.08, 4.86], [-2.23, 1.38, 5.33], [-1.81, 2.42, 4.51], [-1.27, 2.12, 3.28], [-1.15, 0.86, 2.82], [-1.19, -2.61, -2.39], [-0.47, -2.58, -5.69], [-0.20, -3.01, 1.37], [-1.55, -3.12, 0.22], [-2.63, -1.46, 1.37], [-0.36, -1.81, 3.16], [-2.03, -2.25, 3.52], [-2.44, -0.76, 5.46], [-2.65, 1.58, 6.30], [-1.90, 3.45, 4.82], [-0.92, 2.90, 2.62], [-1.95, -2.96, -1.71]], "lowdin_charge": [1.0223, -0.0435, -0.2996, -0.1560, -0.1416, -0.2412, -0.0605, -0.2364, -0.0098, -0.0349, -0.0399, -0.0392, -0.3140, 1.0354, -0.2905, -0.0232, -0.0699, -0.0528, -0.1056, -0.6280, 0.5945, 0.1074, 0.0821, 0.0671, 0.1413, 0.0873, 0.1164, 0.1331, 0.0936, 0.0978, 0.0695, 0.1170, 0.1174, 0.1184, 0.1299, 0.1235, 0.0857, 0.1195, 0.1077, 0.8863, -0.7658, -0.2204, -0.6570, 0.9738, -0.5481, -0.1217, -0.3180, -0.2480, -0.2257, -0.1259, -0.2460, 0.0093, -0.0233, -0.0240, -0.1201, -0.0648, -0.1746, 0.0882, 0.1114, 0.0961, 0.1090, 0.1289, 0.1381, 0.1265, 0.1227, 0.1207, 0.1091, 0.0832]}

***

Entry 2:
{"formula": "C29H29N4O5PRuS3", "method": "ωB97M-V with the def2-TZVPD basis set", "charge": 1, "spin_multiplicity": 2, "energy_ha": -3348.45049, "s_squared": 0.763, "e_homo_ev": [-10.253, -10.232], "symbols": ["Ru", "O", "C", "O", "C", "C", "C", "C", "C", "N", "C", "O", "O", "H", "H", "H", "H", "N", "C", "S", "C", "C", "C", "N", "C", "C", "H", "H", "H", "H", "H", "H", "C", "N", "C", "C", "C", "O", "H", "H", "H", "H", "H", "H", "H", "H", "H", "S", "P", "S", "C", "C", "C", "C", "C", "C", "C", "C", "C", "C", "C", "C", "H", "H", "H", "H", "H", "H", "H", "H", "H", "H"], "positions_angstrom": [[-0.55, 0.84, -0.11], [-2.59, 4.61, -0.25], [-1.88, 3.52, -0.15], [-2.07, 2.54, -0.83], [-0.77, 3.62, 0.86], [-0.35, 4.78, 1.45], [0.81, 4.73, 2.24], [1.49, 3.54, 2.36], [1.00, 2.42, 1.70], [-0.13, 2.49, 1.02], [1.74, 1.10, 1.57], [2.66, 0.86, 2.31], [1.32, 0.35, 0.54], [-3.27, 4.47, -0.93], [-0.89, 5.70, 1.28], [1.19, 5.63, 2.71], [2.41, 3.44, 2.93], [0.21, -4.44, -4.65], [-0.81, -3.60, -4.43], [-2.15, -3.66, -5.51], [-0.78, -2.65, -3.36], [0.35, -2.48, -2.54], [0.34, -1.54, -1.55], [-0.75, -0.74, -1.31], [-1.85, -0.91, -2.10], [-1.89, -1.83, -3.10], [0.13, -5.15, -5.36], [0.88, -4.62, -3.92], [1.25, -3.07, -2.66], [1.18, -1.39, -0.89], [-2.70, -0.29, -1.86], [-2.81, -1.93, -3.68], [3.39, 1.94, -2.05], [2.35, 1.81, -3.10], [2.75, 1.81, -4.51], [1.06, 1.85, -2.75], [0.02, 1.68, -3.82], [0.73, 2.03, -1.56], [4.30, 1.48, -2.42], [3.06, 1.44, -1.15], [3.58, 2.99, -1.81], [3.77, 1.46, -4.58], [2.71, 2.81, -4.95], [2.13, 1.15, -5.10], [0.13, 0.72, -4.33], [0.10, 2.47, -4.58], [-0.96, 1.73, -3.36], [-4.11, -2.10, 2.59], [-2.36, -1.29, 2.37], [-2.53, 0.29, 1.03], [-1.62, -0.66, 3.89], [-1.18, -1.59, 4.84], [-0.62, -1.15, 6.03], [-0.51, 0.21, 6.30], [-0.95, 1.14, 5.36], [-1.51, 0.70, 4.16], [-1.12, -2.46, 1.75], [-1.52, -3.70, 1.29], [-0.57, -4.63, 0.87], [0.79, -4.31, 0.91], [1.20, -3.07, 1.38], [0.24, -2.15, 1.81], [-1.27, -2.65, 4.64], [-0.27, -1.88, 6.76], [-0.08, 0.55, 7.24], [-0.87, 2.20, 5.57], [-1.87, 1.42, 3.43], [-2.58, -3.94, 1.28], [-0.88, -5.61, 0.53], [1.53, -5.04, 0.59], [2.25, -2.81, 1.44], [0.56, -1.21, 2.23]], "lowdin_spin": [0.8738, -0.0001, 0.0000, 0.0112, 0.0004, -0.0005, -0.0001, -0.0003, 0.0012, -0.0027, 0.0048, 0.0055, 0.0463, 0.0000, 0.0000, 0.0000, 0.0000, 0.0001, 0.0000, -0.0011, -0.0010, 0.0001, 0.0002, -0.0018, -0.0014, 0.0001, 0.0000, 0.0000, 0.0001, 0.0000, -0.0001, 0.0000, 0.0004, 0.0007, 0.0001, 0.0018, 0.0002, 0.0191, 0.0000, 0.0003, 0.0000, 0.0001, 0.0000, 0.0000, 0.0000, 0.0000, 0.0000, 0.0056, 0.0128, 0.0142, 0.0039, 0.0007, 0.0003, -0.0002, 0.0000, 0.0002, 0.0022, 0.0000, 0.0002, 0.0002, 0.0001, 0.0019, 0.0000, 0.0001, 0.0000, 0.0000, 0.0002, 0.0000, 0.0000, 0.0000, 0.0000, 0.0004]}

***

Entry 3:
{"formula": "C29H30AuN5O", "method": "ωB97M-V with the def2-TZVPD basis set", "charge": 1, "spin_multiplicity": 2, "energy_ha": -1607.52072, "s_squared": 0.756, "e_homo_ev": [-10.078, -10.131], "symbols": ["Au", "N", "C", "C", "C", "C", "C", "C", "C", "C", "N", "C", "H", "H", "H", "H", "H", "H", "H", "H", "C", "C", "C", "C", "C", "C", "C", "C", "C", "C", "N", "C", "C", "C", "C", "C", "N", "H", "H", "H", "H", "H", "H", "H", "H", "H", "H", "H", "H", "H", "H", "H", "H", "H", "O", "N", "C", "C", "C", "C", "C", "H", "H", "H", "H", "H"], "positions_angstrom": [[-1.04, -1.01, 0.27], [-1.34, -1.34, 2.58], [-1.55, -0.06, 3.14], [-1.72, 0.09, 4.53], [-1.91, 1.34, 5.08], [-1.99, 2.46, 4.25], [-1.85, 2.34, 2.86], [-2.01, 3.44, 1.99], [-1.83, 3.24, 0.62], [-1.49, 2.00, 0.15], [-1.36, 0.92, 0.96], [-1.57, 1.06, 2.30], [-1.84, -2.06, 3.09], [-0.34, -1.59, 2.55], [-1.66, -0.78, 5.16], [-2.00, 1.46, 6.15], [-2.18, 3.43, 4.67], [-2.29, 4.40, 2.39], [-1.95, 4.07, -0.07], [-1.31, 1.82, -0.90], [3.32, -1.63, -1.72], [2.62, -0.41, -1.12], [1.88, 0.36, -2.18], [2.51, 1.35, -2.91], [1.86, 1.98, -3.96], [0.56, 1.62, -4.28], [-0.10, 0.62, -3.59], [-1.52, 0.27, -3.94], [-1.60, -0.55, -5.23], [0.57, -0.02, -2.53], [-0.03, -1.04, -1.82], [-0.24, -2.21, -2.36], [-0.90, -3.21, -1.64], [-1.26, -4.53, -2.00], [-1.90, -5.06, -0.91], [-1.91, -4.05, 0.09], [-1.31, -2.96, -0.35], [3.87, -2.16, -0.94], [4.01, -1.34, -2.50], [2.59, -2.32, -2.15], [3.37, 0.22, -0.65], [1.91, -0.76, -0.37], [3.53, 1.62, -2.66], [2.35, 2.75, -4.52], [0.05, 2.12, -5.09], [-2.08, 1.20, -4.08], [-2.00, -0.28, -3.13], [-1.07, -0.04, -6.03], [-2.64, -0.67, -5.53], [-1.16, -1.53, -5.10], [0.13, -2.44, -3.36], [-1.07, -4.99, -2.95], [-2.33, -6.04, -0.81], [-2.33, -4.11, 1.08], [1.16, -0.98, 1.71], [1.56, 0.04, 2.39], [1.52, 1.28, 1.87], [1.91, 2.37, 2.61], [2.37, 2.20, 3.91], [2.43, 0.91, 4.42], [2.03, -0.15, 3.64], [1.16, 1.35, 0.86], [1.86, 3.36, 2.17], [2.67, 3.04, 4.51], [2.79, 0.73, 5.41], [2.08, -1.18, 3.97]], "lowdin_spin": [0.5176, 0.1167, 0.0013, 0.0081, 0.0000, 0.0061, 0.0011, 0.0017, 0.0000, 0.0049, 0.0329, 0.0047, 0.0024, -0.0010, 0.0010, -0.0001, 0.0004, 0.0001, 0.0000, 0.0007, 0.0012, 0.0014, 0.0141, -0.0023, 0.0177, -0.0023, 0.0156, 0.0014, 0.0015, 0.0021, 0.1514, 0.0078, 0.0043, -0.0026, 0.0021, 0.0060, 0.0783, 0.0002, 0.0000, 0.0000, 0.0003, -0.0005, -0.0005, 0.0011, -0.0004, 0.0005, -0.0006, 0.0000, 0.0002, 0.0003, 0.0049, 0.0001, 0.0009, 0.0006, -0.0027, -0.0001, -0.0002, 0.0000, -0.0002, 0.0000, -0.0002, 0.0000, 0.0000, 0.0000, 0.0000, 0.0000]}

***

Which ΔE to the lowest compared entry with this formula, charge and spin belongs to each record? In order, 28.5, 92.1, 3.0 kJ/mol.